# 1
A structure of composition C8H16CoN2O2SSe. Source: the OMol25 dataset; level of theory: ωB97M-V/def2-TZVPD.

Structure (XYZ):
```
31
Properties=species:S:1:pos:R:3:lowdin_charge:R:1
Co 0.197 -0.296 0.762 0.17
N 1.593 -3.385 2.944 0.19
C 1.357 -2.329 2.150 -0.49
O 0.255 -1.760 2.171 0.00
C 2.434 -1.818 1.247 -0.18
C 1.764 -1.128 0.062 -0.20
H 0.885 -3.670 3.598 0.12
H 2.497 -3.819 2.966 0.11
H 3.145 -2.612 0.992 0.11
H 2.973 -1.072 1.839 0.10
H 1.438 -1.855 -0.689 0.06
H 2.433 -0.401 -0.400 0.07
C -2.351 -1.549 -4.315 -0.13
C -2.169 -1.907 -2.847 -0.40
S -1.185 -0.683 -2.002 0.96
O -1.105 -1.193 -0.578 -0.56
C -2.365 0.689 -1.989 -0.39
C -1.801 1.951 -2.624 -0.15
H -2.910 -2.334 -4.823 0.08
H -1.391 -1.438 -4.819 0.08
H -2.910 -0.620 -4.439 0.07
H -1.612 -2.835 -2.710 0.09
H -3.114 -1.993 -2.307 0.10
H -2.561 0.812 -0.922 0.07
H -3.285 0.358 -2.472 0.08
H -0.833 2.203 -2.192 0.04
H -2.479 2.787 -2.446 0.08
H -1.679 1.840 -3.702 0.07
Se -0.326 2.035 0.825 0.64
C 1.183 1.523 1.785 -0.84
N 2.116 1.180 2.381 0.08
```

* energy relative to the best compared isomer or geometry (same formula, charge and spin): 39.25 kJ/mol
* ⟨S²⟩: 0.829
* 2S+1: 2
* electronic energy: -129438.0972 eV
* gap between HOMO and LUMO (alpha / beta): 8.09 / 8.11 eV

=====

# 2
A cluster of 4 separate species, C4H15NO3 in total. Source: the OMol25 dataset; level of theory: ωB97M-V/def2-TZVPD.

Structure (XYZ):
```
23
Properties=species:S:1:pos:R:3:lowdin_charge:R:1
C -1.042 -0.559 -0.608 0.03
C 0.146 0.288 -0.295 -0.31
C 1.443 -0.203 -0.300 0.24
C -1.287 1.939 0.762 0.00
N -0.089 1.600 -0.048 0.02
H -1.889 -0.261 0.004 0.09
H -1.320 -0.417 -1.656 0.13
H -0.849 -1.614 -0.421 0.10
H 1.557 -1.269 -0.468 0.08
H 2.332 0.414 -0.352 0.11
H -2.147 2.061 0.107 0.11
H -1.515 1.300 1.610 0.11
H -1.045 2.941 1.118 0.11
H 0.744 2.123 0.213 0.17
H 1.023 -2.824 0.844 -0.02
H 1.342 -4.233 0.341 0.06
O 1.139 -3.345 0.031 -0.06
H 1.380 -2.201 2.582 0.07
H 0.519 -1.052 2.046 0.02
O 0.463 -1.914 2.469 -0.02
H -0.328 2.736 -3.005 0.06
H -0.416 2.326 -1.535 -0.04
O -0.930 2.702 -2.254 -0.03
```

* energy relative to the best compared isomer or geometry (same formula, charge and spin): 80.00 kJ/mol
* net charge: +1
* ⟨S²⟩: 0.765
* 2S+1: 2
* electronic energy: -12015.0051 eV
* gap between HOMO and LUMO (alpha / beta): 10.94 / 7.20 eV

=====

# 3
A structure of composition C2H2NO2P. Source: the OMol25 dataset; level of theory: ωB97M-V/def2-TZVPD.

Structure (XYZ):
```
8
Properties=species:S:1:pos:R:3:lowdin_charge:R:1
C 0.776 -0.932 0.041 -0.27
C 0.438 0.302 0.049 -0.30
N 2.999 -0.601 -0.010 -0.44
O 2.023 -1.440 0.017 -0.18
O -0.637 1.124 0.010 -0.03
P 2.784 0.973 0.018 0.94
H 0.182 -1.832 -0.027 0.13
H -1.513 0.673 -0.258 0.16
```

* energy relative to the best compared isomer or geometry (same formula, charge and spin): 470.25 kJ/mol
* 2S+1: 1
* electronic energy: -16975.2548 eV
* gap between HOMO and LUMO: 9.13 eV

=====

# 4
The molecule C5H12N2S. Source: the OMol25 dataset; level of theory: ωB97M-V/def2-TZVPD.

Structure (XYZ):
```
20
Properties=species:S:1:pos:R:3:lowdin_charge:R:1
C -1.664 2.238 0.260 -0.12
C -0.292 0.268 -0.330 -0.38
C 1.053 -0.590 -0.250 -0.36
C 2.417 0.281 -0.346 -0.09
C 1.066 -1.686 0.825 -0.06
H -2.083 2.410 1.372 0.13
H -1.204 3.237 0.172 0.07
H -2.351 2.038 -0.491 0.03
H -0.897 -1.462 -1.227 0.09
H -3.912 -1.064 -0.763 -0.09
H 1.243 -1.105 -1.230 0.12
H 2.742 0.947 -1.271 0.11
H 3.313 -0.302 -0.090 0.05
H 2.420 0.785 0.646 0.06
H 0.847 -1.132 1.838 0.13
H 1.853 -2.371 0.755 0.06
H 0.081 -2.059 0.533 0.04
N -0.529 1.312 0.278 0.03
N -1.403 -0.600 -0.780 -0.47
S -2.700 -1.145 0.100 0.66
```

* energy relative to the best compared isomer or geometry (same formula, charge and spin): 309.94 kJ/mol
* structure (SMILES): C/N=C(\NS)C(C)C
* 2S+1: 1
* electronic energy: -19191.5036 eV
* gap between HOMO and LUMO: 9.56 eV